1.
C3H7OP | ωB97M-V/def2-TZVPD

## Properties
<S²>	2.014
HOMO (alpha / beta)	-0.27620 / -0.37404	Eh
orbital gap (alpha / beta)	0.316 / 0.305	Eh
net charge	0
2S+1	3
DFT total energy	-534.9031	Ha

Last columns: bonded neighbours and bond lengths (Å).
Atoms and positions in Å:
1 C 1.99 0.83 -0.72  C2 1.261, H6 1.106, H7 1.116
2 C 1.44 1.40 0.26  C1 1.261, H8 1.071
3 C -1.28 -1.07 -0.23  P5 1.917, H9 1.101, H10 1.110, H11 1.096
4 O -2.42 1.43 -0.46  P5 1.473
5 P -1.41 0.75 0.38  C3 1.917, O4 1.473, H12 1.331
6 H 2.97 1.28 -0.98  C1 1.106
7 H 1.66 -0.17 -1.09  C1 1.116
8 H 1.80 2.21 0.86  C2 1.071
9 H -2.14 -1.07 -0.92  C3 1.101
10 H -0.27 -1.21 -0.65  C3 1.110
11 H -1.56 -1.52 0.73  C3 1.096
12 H -1.89 0.56 1.60  P5 1.331


2.
C3H7OPS | ωB97M-V/def2-TZVPD

## Properties
HOMO	-0.28269	Eh
orbital gap	0.308	Eh
net charge	0
2S+1	1
DFT total energy	-933.1477	Ha
SMILES string	C=C[S@](C)(=O)=P

Last columns: bonded neighbours and bond lengths (Å).
Atoms and positions in Å:
1 C 0.48 -1.37 -1.65  C2 1.309, H7 1.101, H8 1.020
2 C 0.41 -0.18 -1.11  C1 1.309, S6 1.801, H9 1.026
3 C 0.67 0.76 1.39  S6 1.797, H10 1.084, H11 1.129, H12 1.082
4 O -0.85 -1.39 0.80  S6 1.420
5 P -2.15 1.21 -0.17  S6 2.093, H13 1.350
6 S -0.58 -0.06 0.38  C2 1.801, C3 1.797, O4 1.420, P5 2.093
7 H 0.99 -1.34 -2.62  C1 1.101
8 H 0.15 -2.18 -1.12  C1 1.020
9 H 0.58 0.67 -1.68  C2 1.026
10 H 1.10 1.53 0.77  C3 1.084
11 H 0.14 1.25 2.25  C3 1.129
12 H 1.43 0.02 1.61  C3 1.082
13 H -2.36 1.07 1.16  P5 1.350


Let's list energy above the lowest of the compared OMol25 structures with the same formula, charge and spin in order: 49.2 90.5 kcal/mol.
Let's list strongest force on any atom in order: 3.15 3.93 eV/A.